No. 1
C16H17ClN2OS | wB97M-V/def2-TZVPD

As for the spin multiplicity: 1. The value obtained for the HOMO energy is -8.28 eV. The energy relative to the best compared isomer or geometry (same formula, charge and spin) comes out at 0.050 eV. As for the SMILES: Cc1cc(Cl)ccc1NC(=S)NC[C@H](O)c1ccccc1.

Positions of all 38 atoms, in Å:
C: -3.45286 0.38286 0.38374
C: -2.60976 1.42884 -0.28086
C: -2.67591 2.74016 0.17322
C: -1.96839 3.74866 -0.45603
Cl: -2.07630 5.36761 0.14005
C: -1.19094 3.47733 -1.57109
C: -1.10610 2.17612 -2.02192
C: -1.78590 1.14378 -1.37768
N: -1.66328 -0.15919 -1.89199
C: -1.21326 -1.26628 -1.23415
S: -1.09820 -2.69546 -2.06374
N: -0.87003 -1.12848 0.05156
C: -0.39207 -2.18597 0.89976
C: 0.78410 -1.68231 1.74183
O: 0.31776 -0.49822 2.38124
C: 2.06608 -1.41246 0.97598
C: 3.17341 -0.98761 1.70649
C: 4.36986 -0.69456 1.08004
C: 4.48005 -0.82701 -0.29377
C: 3.39044 -1.26183 -1.02600
C: 2.18976 -1.55307 -0.39899
H: -2.99575 0.04145 1.31219
H: -3.59458 -0.47653 -0.26611
H: -4.42694 0.79998 0.62995
H: -3.30261 2.97552 1.01962
H: -0.65948 4.27008 -2.07223
H: -0.50084 1.94544 -2.88612
H: -1.66584 -0.25575 -2.89815
H: -0.85268 -0.20943 0.47082
H: -0.10849 -3.04392 0.28781
H: -1.19142 -2.49324 1.58545
H: 0.99977 -2.44650 2.50929
H: 1.05971 -0.07165 2.82326
H: 3.10523 -0.89955 2.78387
H: 5.21689 -0.36817 1.66526
H: 5.41293 -0.59943 -0.78742
H: 3.46983 -1.37942 -2.09639
H: 1.36579 -1.90176 -0.99877

Forces on atoms 1 to 3 (eV/Å):
-0.1 0.0 0.0
0.1 -0.1 -0.2
0.2 0.2 -0.1

Atom charges from the natural (NBO) analysis, given in e for atoms 1 to 6:
1 C -0.656
2 C 0.057
3 C -0.250
4 C -0.024
5 Cl 0.008
6 C -0.232


No. 2
C35H47BrFN4O6Os | wB97M-V/def2-TZVPD

As for the spin multiplicity: 5. The value obtained for the HOMO energy (alpha / beta) is -14.82 / -15.15 eV. As for the total charge: +3. The energy relative to the best compared isomer or geometry (same formula, charge and spin) comes out at 0.213 eV.

Positions of all 95 atoms, in Å:
Os: -0.85453 1.23558 -0.26808
C: 3.26286 3.30029 5.84831
C: 3.95401 2.76948 4.60551
N: 3.06351 2.77582 3.41957
C: 2.39484 1.66470 3.13094
C: 1.52540 1.52992 2.06971
C: 0.88132 0.18597 1.93546
O: 1.26185 -0.74610 2.58673
O: -0.16998 0.08577 1.12377
C: 1.34677 2.61147 1.20486
O: 0.61298 2.57969 0.14403
C: 2.04941 3.83001 1.51204
C: 1.90835 4.97194 0.70724
C: 2.56714 6.11787 1.01434
F: 2.44141 7.16511 0.18200
C: 3.39755 6.24279 2.15596
C: 3.53414 5.11467 2.94669
C: 2.89323 3.90747 2.62912
N: 4.04146 7.43727 2.49231
C: 3.69383 8.72461 1.88188
C: 4.35098 9.85024 2.68530
N: 4.42798 9.43278 4.12727
C: 5.42112 8.30487 4.30710
C: 5.38504 7.42967 3.05286
H: 3.92779 3.19875 6.70518
H: 2.35702 2.73139 6.05852
H: 2.98682 4.35086 5.74849
H: 4.27064 1.73859 4.74506
H: 4.84816 3.33417 4.35130
H: 2.56196 0.80704 3.77110
H: 1.29303 4.93510 -0.18075
H: 4.11592 5.17827 3.85280
H: 2.61264 8.84697 1.89976
H: 4.02431 8.81892 0.84579
H: 3.77678 10.77055 2.61689
H: 5.37258 10.05635 2.37397
H: 3.50442 9.11578 4.42758
H: 4.67813 10.22250 4.72452
H: 5.13209 7.76845 5.20808
H: 6.40068 8.75371 4.45854
H: 5.70084 6.42436 3.31157
H: 6.10297 7.79563 2.31239
C: -7.58665 2.68422 -3.11160
C: -7.19910 1.19716 -3.19157
C: -6.79820 0.84803 -4.63970
C: -8.40508 0.34719 -2.78916
C: -5.98838 0.93740 -2.32109
C: -4.84566 1.79382 -2.45445
C: -3.76240 1.53811 -1.70144
Br: -2.23889 2.69115 -1.82115
C: -3.67723 0.44881 -0.75569
O: -2.64073 0.27319 -0.04163
C: -4.83209 -0.42400 -0.62171
C: -5.92486 -0.12050 -1.41050
C: -4.92614 -1.60481 0.34343
C: -5.53110 -2.81288 -0.39650
C: -3.60233 -2.06246 0.96756
C: -5.88030 -1.17612 1.47705
H: -8.53678 2.82830 -3.62535
H: -6.85810 3.33279 -3.60015
H: -7.71335 3.01421 -2.07909
H: -7.62950 1.08852 -5.30362
H: -6.57495 -0.21471 -4.74258
H: -5.92986 1.42061 -4.97161
H: -9.24247 0.59394 -3.44072
H: -8.71747 0.54316 -1.76132
H: -8.21589 -0.72125 -2.90333
H: -4.87139 2.63766 -3.13041
H: -6.79843 -0.74410 -1.31241
H: -4.91500 -3.10081 -1.25033
H: -6.54873 -2.64266 -0.74583
H: -5.56811 -3.65626 0.29230
H: -2.85485 -2.31837 0.21611
H: -3.81307 -2.96116 1.54776
H: -3.17387 -1.32556 1.64107
H: -6.85271 -0.86105 1.09674
H: -5.45535 -0.35782 2.06122
H: -6.03736 -2.02310 2.14586
O: 0.91982 0.70714 -2.09830
C: 0.10984 -0.12561 -2.57354
O: -1.05952 -0.28480 -2.15925
C: 0.61408 -1.06860 -3.64771
N: 1.86881 -0.48901 -4.25522
C: 2.78434 -1.63645 -4.66560
C: 2.07894 -2.89667 -4.15567
C: 1.11743 -2.39503 -3.07845
H: -0.12579 -1.22612 -4.42975
H: 2.26930 0.08531 -3.50080
H: 1.67154 0.14434 -5.02792
H: 3.75275 -1.46258 -4.20566
H: 2.89849 -1.60973 -5.74482
H: 2.79344 -3.62073 -3.77272
H: 1.52618 -3.37031 -4.96628
H: 1.64267 -2.20908 -2.13819
H: 0.29558 -3.07756 -2.88003

Forces on atoms 1 to 3 (eV/Å):
0.4 0.3 -0.4
0.0 0.0 0.0
0.0 0.0 -0.1

Atom charges from the Löwdin analysis, given in e for atoms 1 to 6:
1 Os 1.503
2 C -0.047
3 C -0.159
4 N 0.001
5 C 0.068
6 C -0.023


No. 3
C30H71N6O6P | wB97M-V/def2-TZVPD

As for the spin multiplicity: 1. The value obtained for the HOMO energy is -7.30 eV. As for the SMILES: CCCCCCCCCCCC[PH4].CNC(C)=O.CNC(C)=O.CNC(C)=O.CNC(C)=O.CNC(C)=O.CNC(C)=O.

Positions of all 114 atoms, in Å:
C: -0.01800 -2.52235 2.74928
C: 0.93553 -2.42676 1.55709
C: 0.74065 -1.18868 0.68386
C: 1.86039 -1.09217 -0.37200
C: 2.84976 0.07057 -0.24910
C: 3.42280 0.39885 1.14232
C: 4.93408 0.09949 1.30227
C: 5.21235 -0.91629 2.42177
C: 5.32455 -0.25386 3.81180
C: 4.52204 -0.90670 4.94221
C: 3.57093 0.06192 5.65369
C: 2.53746 0.67199 4.74822
P: 1.15620 1.65990 5.65140
H: 0.47457 -2.26042 3.67532
H: -0.35431 -3.54776 2.87784
H: -0.87972 -1.87087 2.64752
H: 1.95548 -2.42486 1.92989
H: 0.82845 -3.27935 0.89312
H: 0.72840 -0.29486 1.30631
H: -0.23605 -1.26359 0.21705
H: 1.37058 -0.97050 -1.33583
H: 2.36796 -2.04954 -0.43424
H: 3.69798 -0.17891 -0.88114
H: 2.40845 0.96282 -0.68262
H: 3.27312 1.46197 1.30169
H: 2.89474 -0.08933 1.94562
H: 5.37284 -0.22795 0.36539
H: 5.44485 1.00863 1.60461
H: 6.09683 -1.50271 2.19786
H: 4.39710 -1.63291 2.44485
H: 5.09516 0.80328 3.76229
H: 6.37260 -0.30342 4.09786
H: 3.93887 -1.74416 4.56877
H: 5.18227 -1.32897 5.69445
H: 4.15541 0.82752 6.16251
H: 3.05121 -0.49936 6.43521
H: 2.98861 1.33935 4.02034
H: 2.03765 -0.10741 4.18342
H: 0.15987 0.80273 5.11267
H: 1.48085 2.83779 4.93276
H: 1.72746 1.35091 6.92674
H: 0.08971 2.40521 6.33063
C: -3.59878 2.15194 2.23302
N: -2.25729 2.05212 2.79240
C: -1.10140 2.54206 2.29361
C: -1.17431 3.29592 0.98829
O: -0.03732 2.37412 2.87729
H: -4.25717 2.65542 2.93617
H: -3.99450 1.15245 2.05024
H: -3.58933 2.70106 1.29723
H: -2.14284 1.56077 3.66556
H: -0.17234 3.61717 0.71626
H: -1.56859 2.64580 0.20533
H: -1.81358 4.17412 1.08267
C: 0.38535 3.51727 -2.97820
N: -0.89037 3.97057 -2.45793
C: -1.80126 4.78342 -3.05925
C: -1.46309 5.27463 -4.44317
O: -2.83268 5.09065 -2.48125
H: 0.40295 2.42670 -3.03181
H: 1.19408 3.84308 -2.31973
H: 0.56104 3.92167 -3.96989
H: -1.16560 3.66806 -1.53738
H: -2.26523 5.91517 -4.79608
H: -0.53353 5.84480 -4.42941
H: -1.35571 4.43468 -5.13071
C: -0.40917 -6.66503 -2.61560
N: -0.56690 -5.22440 -2.50399
C: -0.86361 -4.49085 -1.39924
C: -1.06053 -5.23832 -0.10101
O: -0.96424 -3.27637 -1.46566
H: 0.59394 -6.89661 -2.97477
H: -1.13222 -7.05702 -3.33305
H: -0.56135 -7.15190 -1.65932
H: -0.44689 -4.66608 -3.33436
H: -1.28941 -4.51852 0.67916
H: -1.88832 -5.94363 -0.18371
H: -0.15445 -5.77960 0.17456
C: -3.17817 -9.87704 -6.28021
N: -1.95717 -10.02618 -5.50971
C: -0.73783 -9.47083 -5.74578
C: -0.60152 -8.57818 -6.95646
O: 0.19865 -9.69469 -4.99692
H: -3.96464 -9.44869 -5.65674
H: -3.51449 -10.85042 -6.64073
H: -3.01858 -9.22705 -7.13319
H: -1.97914 -10.61062 -4.68883
H: 0.42127 -8.21862 -7.00401
H: -0.82278 -9.13013 -7.87048
H: -1.27303 -7.72165 -6.88317
C: 4.83008 4.47981 -5.81273
N: 3.50805 5.06407 -5.94652
C: 2.80734 5.77950 -5.02867
C: 3.45653 6.01526 -3.68585
O: 1.69410 6.20744 -5.29275
H: 5.50041 4.89572 -6.56643
H: 4.77736 3.39932 -5.95471
H: 5.24321 4.68141 -4.83092
H: 3.01948 4.94402 -6.82011
H: 2.77534 6.59524 -3.07125
H: 3.66349 5.06842 -3.18528
H: 4.38753 6.57139 -3.79953
C: -8.86732 4.44665 5.74571
N: -7.95267 3.43316 5.25387
C: -7.13432 3.49205 4.17154
C: -7.15326 4.76027 3.35190
O: -6.41567 2.54684 3.88462
H: -8.59767 4.73100 6.76403
H: -9.88693 4.05810 5.75325
H: -8.83690 5.33045 5.11864
H: -7.89134 2.56152 5.75643
H: -6.45268 4.65150 2.53006
H: -8.14784 4.94045 2.94292
H: -6.85392 5.61595 3.95805

Forces on atoms 1 to 3 (eV/Å):
0.1 -0.3 -0.2
-0.2 0.5 0.1
0.5 -0.1 0.2

Atom charges from the Löwdin analysis, given in e for atoms 1 to 6:
1 C -0.096
2 C -0.259
3 C -0.212
4 C -0.197
5 C -0.192
6 C -0.185


No. 4
C35H71IN16O27 | wB97M-V/def2-TZVPD

As for the spin multiplicity: 1. The value obtained for the HOMO energy is -7.95 eV. The energy relative to the best compared isomer or geometry (same formula, charge and spin) comes out at 0.000 eV.

Positions of all 150 atoms, in Å:
C: 5.86699 -1.76327 2.35506
C: 6.57110 -2.83148 1.45335
C: 6.16602 -2.74791 -0.02910
C: 4.68609 -3.21095 -0.30842
C: 3.75363 -1.99758 -0.64423
C: 2.93083 -1.54589 0.60586
C: 1.42751 -1.58934 0.37130
C: 0.62733 -0.48459 0.46198
C: 1.28732 0.83914 0.86274
C: 1.50752 0.69123 2.40956
C: 1.61183 2.05270 3.15004
O: 0.42377 1.09280 3.20226
C: -0.80179 -0.57664 0.19644
N: -1.55498 0.58997 0.30397
C: -2.97939 0.40632 0.59846
C: -3.30246 -0.32288 1.92398
C: -1.31195 -1.78715 -0.15725
C: -0.53438 -2.96538 -0.23828
N: -1.17799 -4.12089 -0.58354
C: -0.34858 -5.14122 -0.58262
C: -0.93199 -6.51691 -0.91305
C: -1.12672 -7.33797 0.40542
C: -2.56411 -7.19522 0.98130
I: -2.87805 -5.40447 2.11752
C: 1.04238 -5.07485 -0.29910
N: 1.65180 -3.94766 -0.01019
C: 0.83463 -2.85776 0.03673
H: 5.27588 -1.06615 1.75055
H: 6.63351 -1.17042 2.87589
H: 5.26813 -2.25572 3.13385
H: 6.41023 -3.83206 1.87964
H: 7.65258 -2.64017 1.54200
H: 6.34479 -1.72825 -0.40688
H: 6.86472 -3.40334 -0.57634
H: 4.36202 -3.72456 0.60509
H: 4.75906 -3.91412 -1.14852
H: 3.06100 -2.33094 -1.42649
H: 4.40267 -1.21140 -1.05140
H: 3.17036 -2.22616 1.43460
H: 3.28973 -0.55508 0.89107
H: 2.27425 0.98590 0.43806
H: 0.63322 1.71147 0.81093
H: 2.15266 -0.12065 2.76690
H: 1.02302 2.89538 2.78583
H: 1.91796 2.03760 4.19720
H: -1.15900 1.22762 0.98433
H: -3.54072 -0.08581 -0.20356
H: -3.40572 1.41536 0.67523
H: -4.27993 0.03228 2.28530
H: -2.58965 -0.12162 2.73055
H: -3.44449 -1.39944 1.74618
H: -2.37537 -1.85807 -0.38902
H: -1.86746 -6.41695 -1.47396
H: -0.18322 -7.06822 -1.50191
H: -0.37293 -7.06280 1.15785
H: -0.99705 -8.41434 0.22259
H: -3.24526 -7.26812 0.12414
H: -2.77003 -8.07097 1.60574
H: 1.63528 -5.99153 -0.34229
C: 1.91417 3.44865 -2.58546
N: 2.66190 2.72313 -1.52507
O: 2.40727 3.00333 -0.37491
O: 3.47769 1.89228 -1.88267
H: 1.23188 4.14440 -2.10828
H: 2.64086 3.97321 -3.19917
H: 1.37150 2.71336 -3.16792
C: -0.98310 -9.12707 4.37843
N: -1.45730 -10.06163 3.32137
O: -2.12861 -11.00873 3.66572
O: -1.13421 -9.80158 2.17824
H: -1.34368 -9.47914 5.33835
H: 0.10287 -9.12380 4.34800
H: -1.38495 -8.14255 4.14867
C: -4.58731 -0.83570 -3.45278
N: -5.31398 0.41334 -3.09791
O: -6.05714 0.89779 -3.93157
O: -5.11520 0.87089 -1.99366
H: -4.86273 -1.12161 -4.46177
H: -3.52325 -0.62490 -3.38396
H: -4.88194 -1.59923 -2.73799
C: -2.54654 4.43710 0.65822
N: -1.19006 4.18150 0.10202
O: -0.23823 4.30673 0.84825
O: -1.12210 3.86292 -1.06898
H: -2.44592 4.70839 1.70347
H: -2.99544 5.24796 0.08638
H: -3.12130 3.52211 0.54996
C: 7.04648 2.24261 0.73642
N: 7.79774 1.46739 1.76251
O: 7.57416 1.71906 2.92802
O: 8.58058 0.63445 1.35496
H: 6.39003 2.94146 1.24288
H: 7.77539 2.76713 0.12512
H: 6.47465 1.53352 0.14349
C: 3.33236 -3.73466 -3.64706
N: 3.56972 -3.98510 -5.09488
O: 2.68927 -3.67143 -5.87248
O: 4.62957 -4.48735 -5.39900
H: 2.35170 -3.28674 -3.52797
H: 3.38400 -4.69229 -3.13639
H: 4.11034 -3.06183 -3.29920
C: -4.44921 8.40184 -1.50212
N: -4.87954 7.64836 -0.29584
O: -5.60129 8.21334 0.49312
O: -4.47029 6.50669 -0.19223
H: -4.88461 9.39406 -1.46290
H: -3.36391 8.45246 -1.48628
H: -4.80538 7.85249 -2.37038
C: 0.29146 2.48358 6.73913
N: 1.12909 3.66014 7.11067
O: 0.71736 4.38861 7.99761
O: 2.16384 3.81190 6.50190
H: -0.59523 2.47878 7.36307
H: 0.02605 2.58522 5.68939
H: 0.88898 1.59177 6.90646
C: -0.95264 2.61570 -5.67540
N: 0.41905 2.53353 -6.25152
O: 1.35203 2.83149 -5.52916
O: 0.50769 2.17455 -7.40297
H: -0.87946 2.94819 -4.64508
H: -1.51570 3.32674 -6.27306
H: -1.38965 1.62291 -5.73296
C: 2.79000 -3.08821 -9.19584
N: 2.17006 -2.64749 -10.47578
O: 1.19892 -1.92239 -10.41042
O: 2.68322 -3.04777 -11.50024
H: 2.23262 -2.65850 -8.37221
H: 2.74674 -4.17288 -9.16731
H: 3.81792 -2.73735 -9.19220
C: -4.97452 2.77885 4.94808
N: -3.99318 2.16998 4.01337
O: -4.13361 2.38535 2.82502
O: -3.11246 1.50065 4.50820
H: -5.69625 3.35174 4.37656
H: -5.46223 1.97358 5.49100
H: -4.41097 3.42092 5.61856
C: -1.14681 6.45880 6.61749
N: -2.30316 6.28374 5.70105
O: -2.65240 5.13713 5.48464
O: -2.80916 7.27813 5.23527
H: -0.81961 5.47762 6.93754
H: -0.36274 6.96928 6.06475
H: -1.47856 7.05271 7.46450
C: -7.03260 3.77129 -3.53243
N: -6.26688 4.97040 -3.10273
O: -6.72621 5.64901 -2.20830
O: -5.21901 5.18928 -3.67969
H: -7.93518 3.70086 -2.93530
H: -7.27250 3.89466 -4.58494
H: -6.39780 2.90998 -3.37483

Forces on atoms 1 to 3 (eV/Å):
0.7 -0.4 0.0
0.2 0.9 0.3
0.0 -0.7 0.2

Atom charges from the Löwdin analysis, given in e for atoms 1 to 6:
1 C -0.094
2 C -0.250
3 C -0.212
4 C -0.189
5 C -0.171
6 C -0.136


No. 5
C12H14F8I2N4O6S | wB97M-V/def2-TZVPD

As for the spin multiplicity: 1. The value obtained for the HOMO energy is -7.14 eV.

Positions of all 47 atoms, in Å:
C: 4.49761 -0.27084 0.52557
C: 3.07613 0.27958 0.43478
O: 3.13375 1.65488 0.08506
C: 2.21732 -0.53001 -0.56376
N: 1.14254 -1.30906 0.09561
C: 0.05938 -0.62742 0.45929
N: 0.02718 0.70556 0.27542
C: -1.12057 1.15357 0.69715
C: -1.48372 2.59309 0.60954
C: -0.66954 3.40723 -0.39017
C: 0.77129 3.73401 0.04220
I: -0.78760 2.58217 -2.36284
N: -1.88104 0.10583 1.20009
S: -3.42554 0.24214 1.88984
O: -3.48843 -0.47577 3.11376
O: -3.72328 1.63058 1.87920
C: -4.59885 -0.50185 0.61350
F: -3.90901 -1.07083 -0.37528
F: -5.27220 0.52971 0.11707
C: -5.64681 -1.47463 1.22870
F: -6.41307 -1.92246 0.25114
F: -5.08680 -2.49881 1.84955
F: -6.37988 -0.79167 2.09198
N: -1.11373 -1.06576 1.01944
I: -1.92938 -2.86130 1.57225
C: 1.33370 -2.72323 0.29195
F: 1.18064 -3.02161 1.59357
F: 0.45580 -3.43283 -0.39652
F: 2.52410 -3.07352 -0.05713
H: 5.15871 0.55458 0.79375
H: 4.83913 -0.67414 -0.42631
H: 4.57546 -1.00906 1.32384
H: 2.60906 0.17658 1.42506
H: 2.50900 1.83432 -0.62493
H: 2.86015 -1.20236 -1.10540
H: 1.77744 0.10112 -1.33352
H: -2.53990 2.71345 0.39784
H: -1.34081 3.03194 1.60493
H: -1.20674 4.34928 -0.47000
H: 1.08593 3.14462 0.90114
H: 1.46930 3.60174 -0.77873
H: 0.82448 4.78614 0.32577
C: 2.77407 -2.14812 -3.68367
O: 1.52676 -2.26486 -3.61760
O: 3.41403 -3.05325 -4.55075
O: 3.51321 -1.35985 -3.07803
H: 2.66072 -3.54885 -4.89441

Forces on atoms 1 to 3 (eV/Å):
0.1 0.5 0.2
-0.1 -0.3 -0.1
0.0 0.0 0.0

Atom charges from the natural (NBO) analysis, given in e for atoms 1 to 6:
1 C -0.636
2 C 0.097
3 O -0.718
4 C -0.278
5 N -0.418
6 C 0.620


Number 1: strongest force on any atom 0.7 eV/A. Number 2: strongest force on any atom 0.6 eV/A. Number 3: strongest force on any atom 0.9 eV/A. Number 4: strongest force on any atom 3.7 eV/A. Number 5: strongest force on any atom 1.3 eV/A.